1.
{
  "formula": "C20H35ClO8",
  "method": "ωB97M-V/def2-TZVPD",
  "elements": ["C", "C", "Cl", "C", "C", "C", "C", "C", "C", "C", "C", "C", "C", "C", "C", "O", "O", "C", "O", "H", "H", "H", "H", "H", "H", "H", "H", "H", "H", "H", "H", "H", "H", "H", "C", "O", "H", "H", "H", "H", "C", "O", "H", "H", "H", "H", "C", "O", "H", "H", "H", "H", "C", "O", "H", "H", "H", "H", "C", "O", "H", "H", "H", "H"],
  "xyz": [[4.033, 3.204, -1.213], [2.910, 1.999, -0.922], [1.391, 2.528, -1.916], [3.471, 0.577, -1.516], [2.956, -0.761, -0.722], [1.831, -1.726, -1.046], [0.832, -1.515, -2.364], [-0.735, -1.511, -1.854], [-1.281, -0.057, -1.330], [-1.869, 1.117, -2.350], [-2.402, 2.559, -1.774], [-2.411, 2.969, -0.161], [-1.863, 1.788, 0.870], [-1.309, 0.329, 0.295], [1.794, -2.934, 0.080], [0.828, -3.785, 0.435], [3.193, -2.893, 0.614], [3.521, -1.459, 0.660], [4.126, -0.701, 1.580], [5.110, 2.923, -0.852], [3.615, 4.205, -0.740], [4.055, 3.394, -2.390], [2.646, 1.901, 0.215], [4.651, 0.607, -1.551], [3.118, 0.461, -2.647], [0.999, -2.477, -3.047], [1.131, -0.590, -3.016], [-1.414, -2.008, -2.687], [-0.798, -2.246, -0.915], [-1.892, 0.858, -3.511], [-2.830, 3.395, -2.508], [-2.786, 4.033, 0.218], [-1.897, 2.051, 2.025], [-0.925, -0.425, 1.117], [2.862, -5.016, 3.253], [3.588, -6.190, 3.570], [3.120, -4.701, 2.240], [1.790, -5.225, 3.305], [3.124, -4.223, 3.958], [3.338, -6.445, 4.474], [-0.086, 6.146, -2.153], [-1.348, 5.921, -1.552], [-0.162, 5.946, -3.224], [0.212, 7.186, -1.999], [0.655, 5.475, -1.710], [-1.249, 6.107, -0.602], [2.037, 1.039, 4.184], [3.405, 0.790, 4.447], [1.652, 1.735, 4.933], [1.931, 1.482, 3.191], [1.478, 0.102, 4.238], [3.719, 0.171, 3.767], [-5.185, -1.409, -2.037], [-3.935, -1.432, -2.700], [-5.881, -2.062, -2.568], [-5.061, -1.769, -1.012], [-5.577, -0.389, -2.031], [-3.338, -0.844, -2.206], [-5.830, -3.027, 1.987], [-4.700, -2.538, 1.288], [-6.645, -2.305, 1.896], [-6.141, -3.981, 1.556], [-5.578, -3.157, 3.042], [-3.994, -3.199, 1.387]],
  "homo_lumo_gap_ev": 7.03,
  "charge": 0,
  "e_homo_ev": -8.6,
  "smiles": "C[C@@H](Cl)CC1=C(CCc2ccccc2)C(=O)OC1=O.CO.CO.CO.CO.CO"
}



2.
{
  "formula": "C20H35FIN2O15PS",
  "method": "ωB97M-V/def2-TZVPD",
  "elements": ["O", "C", "I", "C", "C", "N", "C", "S", "O", "C", "O", "O", "C", "C", "O", "N", "C", "O", "F", "P", "O", "O", "O", "H", "H", "H", "H", "H", "C", "O", "C", "C", "O", "C", "H", "H", "H", "H", "H", "H", "H", "H", "H", "H", "C", "O", "C", "C", "O", "C", "H", "H", "H", "H", "H", "H", "H", "H", "H", "H", "C", "O", "C", "C", "O", "C", "H", "H", "H", "H", "H", "H", "H", "H", "H", "H"],
  "xyz": [[2.078, -2.051, -3.027], [2.126, -0.903, -3.326], [2.853, -0.419, -5.289], [1.732, 0.173, -2.324], [0.356, 0.824, -2.493], [0.011, 1.228, -1.072], [0.696, 2.096, -0.585], [1.507, 3.296, -0.032], [0.231, 2.013, -3.240], [-1.147, 2.217, -3.334], [-1.615, 3.200, -3.794], [-1.810, 1.125, -2.853], [-0.845, 0.046, -2.998], [-1.362, -1.090, -2.128], [-0.578, -1.828, -1.609], [-2.768, -1.297, -1.958], [-3.306, -2.156, -2.919], [-2.892, -3.245, -3.178], [-4.353, -1.650, -3.528], [-1.068, -0.392, -4.822], [-2.489, -0.219, -5.098], [-0.232, 0.534, -5.788], [-0.689, -1.916, -5.058], [1.843, -0.230, -1.334], [2.473, 0.967, -2.405], [-3.281, -0.424, -1.886], [-0.751, 1.304, -6.045], [-0.255, -2.290, -4.276], [-1.001, 1.612, 2.333], [0.376, 1.466, 2.651], [0.774, 2.233, 3.774], [0.762, 1.441, 5.069], [-0.532, 0.983, 5.422], [-0.793, -0.343, 4.996], [-1.303, 0.754, 1.732], [-1.629, 1.651, 3.225], [-1.159, 2.524, 1.746], [0.151, 3.129, 3.864], [1.801, 2.562, 3.587], [1.097, 2.097, 5.877], [1.458, 0.597, 5.008], [-0.367, -1.058, 5.709], [-0.389, -0.551, 4.004], [-1.873, -0.479, 4.973], [5.799, -1.983, 0.811], [6.650, -1.756, -0.300], [6.091, -2.176, -1.532], [5.412, -1.048, -2.283], [4.304, -0.508, -1.573], [4.627, 0.641, -0.804], [6.119, -1.325, 1.618], [4.753, -1.770, 0.582], [5.885, -3.021, 1.149], [5.397, -3.008, -1.374], [6.916, -2.546, -2.148], [5.022, -1.445, -3.225], [6.129, -0.256, -2.520], [4.619, 1.530, -1.446], [5.599, 0.569, -0.316], [3.857, 0.759, -0.040], [-4.311, 0.014, 4.142], [-5.441, 0.193, 3.308], [-5.251, 1.181, 2.312], [-4.808, 0.598, 0.984], [-3.546, -0.049, 1.063], [-3.641, -1.452, 1.269], [-4.390, -0.967, 4.608], [-3.374, 0.060, 3.583], [-4.295, 0.777, 4.928], [-4.541, 1.940, 2.656], [-6.216, 1.675, 2.164], [-4.701, 1.419, 0.267], [-5.564, -0.093, 0.597], [-3.816, -1.955, 0.315], [-4.436, -1.728, 1.963], [-2.690, -1.799, 1.671]],
  "homo_lumo_gap_ev": 8.91,
  "charge": 0,
  "e_homo_ev": -9.4,
  "smiles": "O=C(I)C[C@@]1(N=C=S)OC(=O)O[C@@]1(C(=O)NC(=O)F)P(=O)(O)O.COCCOC.COCCOC.COCCOC"
}



3.
{
  "formula": "C20H35LiN5",
  "method": "ωB97M-V/def2-TZVPD",
  "elements": ["Li", "C", "C", "C", "C", "N", "H", "H", "H", "H", "H", "H", "H", "C", "C", "C", "C", "N", "H", "H", "H", "H", "H", "H", "H", "C", "C", "C", "C", "N", "H", "H", "H", "H", "H", "H", "H", "C", "C", "C", "C", "N", "H", "H", "H", "H", "H", "H", "H", "C", "C", "C", "C", "N", "H", "H", "H", "H", "H", "H", "H"],
  "xyz": [[-0.272, 0.635, 0.050], [1.197, 1.013, 4.799], [0.086, 2.007, 5.039], [-1.348, 1.642, 4.432], [-1.435, 1.521, 3.013], [-1.489, 1.402, 1.852], [1.601, 0.970, 3.787], [0.908, 0.004, 5.090], [2.065, 1.363, 5.358], [0.357, 2.987, 4.645], [-0.022, 2.147, 6.114], [-1.966, 2.524, 4.599], [-1.868, 0.949, 5.094], [-5.392, 0.218, -3.522], [-5.669, 0.056, -1.996], [-4.591, -0.862, -1.226], [-3.249, -0.355, -1.191], [-2.141, -0.027, -1.140], [-6.023, 0.930, -4.054], [-5.439, -0.730, -4.058], [-4.355, 0.499, -3.704], [-6.693, -0.306, -1.908], [-5.728, 1.068, -1.595], [-4.453, -1.863, -1.635], [-4.973, -0.932, -0.207], [4.950, -2.767, 3.276], [3.529, -2.308, 3.284], [3.027, -2.095, 1.835], [1.766, -1.336, 1.604], [0.723, -0.801, 1.555], [5.042, -3.479, 4.096], [5.657, -1.952, 3.427], [5.163, -3.324, 2.364], [3.544, -1.403, 3.891], [2.870, -2.995, 3.815], [2.935, -3.002, 1.238], [3.691, -1.452, 1.256], [1.125, 3.288, -4.097], [1.807, 4.390, -3.268], [2.346, 3.933, -1.897], [1.411, 3.142, -1.105], [0.648, 2.541, -0.490], [0.965, 3.663, -5.108], [0.197, 2.961, -3.627], [1.720, 2.376, -4.143], [1.092, 5.210, -3.195], [2.625, 4.756, -3.888], [2.676, 4.790, -1.310], [3.216, 3.284, -2.003], [-1.005, -3.447, -1.146], [-0.059, -3.614, -2.342], [0.264, -2.335, -3.081], [0.811, -1.290, -2.209], [1.216, -0.468, -1.490], [-1.270, -4.401, -0.691], [-1.933, -2.930, -1.394], [-0.506, -2.942, -0.320], [-0.579, -4.256, -3.052], [0.823, -4.202, -2.084], [-0.631, -1.882, -3.507], [1.037, -2.514, -3.829]],
  "homo_lumo_gap_ev": [1.82, 11.89],
  "charge": 0,
  "multiplicity": 2,
  "e_homo_ev": [-1.2, -11.2]
}



4.
{
  "formula": "C20H35N2O4P",
  "method": "ωB97M-V/def2-TZVPD",
  "elements": ["C", "C", "C", "C", "C", "P", "C", "C", "C", "C", "O", "C", "C", "C", "O", "H", "H", "H", "H", "H", "H", "H", "H", "H", "H", "H", "H", "H", "C", "C", "C", "O", "C", "N", "H", "H", "H", "H", "H", "H", "H", "H", "H", "H", "H", "C", "C", "C", "O", "C", "N", "H", "H", "H", "H", "H", "H", "H", "H", "H", "H", "H"],
  "xyz": [[3.075, 0.125, 2.264], [1.709, -0.008, 1.882], [0.316, -0.403, 1.051], [-0.511, 0.924, 0.529], [-2.013, 0.807, 0.345], [-3.020, -0.771, 0.725], [-4.692, -0.141, 1.436], [-3.490, -1.751, -0.845], [-4.102, -3.212, -0.309], [-2.808, 2.145, -0.178], [-3.928, 2.166, -0.905], [-2.191, 3.628, 0.281], [-0.719, 3.755, 0.491], [0.188, 2.396, 0.195], [1.447, 2.536, -0.260], [4.239, 0.351, 2.405], [-0.314, -1.092, 1.778], [0.543, -1.066, 0.090], [-4.426, 0.577, 2.322], [-5.405, -1.037, 1.758], [-5.319, 0.479, 0.631], [-2.598, -2.025, -1.552], [-4.366, -1.246, -1.478], [-5.210, -3.043, 0.045], [-3.477, -3.447, 0.680], [-3.974, -4.076, -1.088], [-2.902, 4.548, 0.443], [-0.288, 4.785, 0.846], [0.946, 3.150, -5.478], [0.248, 3.325, -4.132], [-0.348, 4.737, -3.923], [0.619, 5.741, -3.603], [1.307, 6.271, -4.726], [1.187, 2.970, -3.057], [1.932, 3.622, -5.506], [1.099, 2.086, -5.692], [0.343, 3.568, -6.291], [-0.586, 2.611, -4.107], [-1.021, 4.691, -3.057], [-0.961, 5.045, -4.776], [0.670, 6.328, -5.613], [2.198, 5.676, -4.931], [1.639, 7.282, -4.474], [0.688, 2.991, -2.167], [1.858, 3.738, -2.975], [3.673, -5.816, 3.408], [2.931, -4.807, 2.537], [2.521, -3.521, 3.292], [1.389, -3.679, 4.151], [1.690, -4.246, 5.417], [1.768, -5.467, 1.925], [3.007, -6.365, 4.079], [4.176, -6.562, 2.782], [4.439, -5.323, 4.015], [3.617, -4.510, 1.733], [2.220, -2.775, 2.545], [3.366, -3.088, 3.838], [2.672, -3.937, 5.787], [1.625, -5.334, 5.363], [0.931, -3.909, 6.129], [1.333, -4.820, 1.267], [1.061, -5.577, 2.658]],
  "homo_lumo_gap_ev": 6.87,
  "charge": 0,
  "e_homo_ev": -8.7,
  "smiles": "C#CCC1=C(P(C)CC)C(=O)C=CC1=O.COC[C@@H](C)N.COC[C@@H](C)N"
}